(1)
Below is 10 unconnected molecules or ions with the total composition C20H40Cl20, with properties calculated with the ωB97M-V functional and the def2-TZVPD basis.

Last column: Löwdin charge in e.
Element x y z (Å)
Cl: -1.31515 0.59508 -0.08733  0.586
C: 0.01713 -0.14315 0.70605  -0.721
C: 1.18717 -0.67631 -0.17375  -0.683
Cl: 1.87745 0.54857 -1.20245  0.545
H: -0.24370 -1.09041 1.17802  0.074
H: 0.38773 0.64230 1.36470  0.061
H: 0.84948 -1.51233 -0.78622  0.069
H: 2.02557 -1.05248 0.41249  0.067
Cl: -6.79788 5.56201 -4.00896  0.488
C: -6.78618 4.24942 -2.70758  -0.609
C: -7.14441 4.87456 -1.36652  -0.696
Cl: -6.91710 3.72709 -0.04396  0.556
H: -5.89177 3.63342 -2.61446  0.069
H: -7.58351 3.59630 -3.06223  0.060
H: -8.17488 5.22187 -1.44126  0.073
H: -6.47415 5.68031 -1.06716  0.060
Cl: -0.88703 8.14833 0.50228  0.550
C: -0.23654 6.51742 0.30226  -0.733
C: 0.66883 6.34893 -0.86856  -0.617
Cl: -0.33109 6.69060 -2.34914  0.507
H: -1.03655 5.78138 0.22264  0.070
H: 0.31755 6.27006 1.20774  0.072
H: 0.87409 5.28175 -0.95291  0.073
H: 1.44091 7.08696 -0.65111  0.078
Cl: 4.40690 1.62422 4.28888  0.513
C: 5.47785 3.01151 3.86497  -0.648
C: 5.05306 3.85830 2.62905  -0.660
Cl: 6.09360 5.27463 2.35194  0.548
H: 6.44274 2.52159 3.73435  0.056
H: 5.62500 3.66928 4.72158  0.064
H: 4.01168 4.12108 2.81498  0.063
H: 5.06718 3.28207 1.70393  0.063
Cl: -9.77121 -2.49410 2.05604  0.581
C: -8.22368 -1.87739 2.49857  -0.699
C: -7.14981 -2.25415 1.37755  -0.655
Cl: -7.52556 -1.61475 -0.24199  0.524
H: -7.95814 -2.18243 3.51077  0.068
H: -8.19174 -0.79294 2.60377  0.063
H: -7.24135 -3.33908 1.32587  0.049
H: -6.12394 -2.06831 1.69558  0.068
Cl: 3.50138 -5.95776 2.52695  0.511
C: 3.48673 -7.40512 1.45843  -0.652
C: 2.39794 -8.38136 1.77030  -0.698
Cl: 0.80228 -7.69904 1.51975  0.555
H: 4.42901 -7.93325 1.60432  0.075
H: 3.29252 -7.05653 0.44410  0.069
H: 2.36578 -8.93683 2.70759  0.076
H: 2.36765 -9.13871 0.98697  0.063
Cl: 8.98466 -1.83413 2.82699  0.541
C: 8.79559 -2.79732 1.35040  -0.639
C: 7.62067 -2.06912 0.62127  -0.737
Cl: 7.09440 -3.05777 -0.68874  0.581
H: 8.33646 -3.67668 1.80207  0.047
H: 9.75508 -3.09390 0.92670  0.081
H: 8.03769 -1.19556 0.12017  0.058
H: 6.77637 -1.70886 1.20904  0.067
Cl: -4.19033 -7.69533 -4.60110  0.499
C: -3.39346 -6.51588 -5.72708  -0.630
C: -3.17456 -5.21109 -4.95590  -0.623
Cl: -1.89197 -5.55274 -3.72933  0.507
H: -3.97353 -6.52733 -6.64984  0.069
H: -2.42351 -6.95542 -5.95966  0.052
H: -4.02719 -4.98747 -4.31471  0.051
H: -2.89520 -4.38027 -5.60381  0.075
Cl: 2.38111 -3.91945 -7.61211  0.466
C: 3.01597 -2.57635 -6.50371  -0.608
C: 3.88547 -1.51751 -7.22347  -0.605
Cl: 5.53245 -2.25774 -7.44634  0.500
H: 3.59715 -3.02798 -5.69974  0.055
H: 2.13256 -2.11398 -6.06337  0.062
H: 4.02339 -0.56860 -6.70517  0.068
H: 3.49568 -1.21100 -8.19414  0.064
Cl: -4.01839 6.59278 5.12930  0.509
C: -2.80608 6.98099 6.41877  -0.621
C: -2.17407 5.66475 6.88393  -0.676
Cl: -1.03177 4.91456 5.72184  0.524
H: -3.33288 7.61760 7.12964  0.068
H: -2.02760 7.65460 6.06058  0.066
H: -2.98247 5.01556 7.22029  0.067
H: -1.58332 5.79834 7.79016  0.062

Results
total energy: -9989.81419 Ha
SMILES: ClCCCl.ClCCCl.ClCCCl.ClCCCl.ClCCCl.ClCCCl.ClCCCl.ClCCCl.ClCCCl.ClCCCl
orbital gap: 10.617 eV
multiplicity: 1
charge: 0

***

(2)
Below is a molecular structure, C20H40Cl20, with properties calculated with the ωB97M-V functional and the def2-TZVPD basis.

Last column: Löwdin charge in e.
Element x y z (Å)
Cl: -25.21495 -0.41191 -7.23624  0.541
C: -23.54224 -0.24276 -7.81219  -0.684
C: -23.48220 -0.27751 -9.33503  -0.679
Cl: -23.86850 -1.89063 -9.90705  0.564
H: -22.95478 -1.07188 -7.41758  0.003
H: -23.10775 0.61647 -7.30296  0.069
H: -22.49715 0.05194 -9.67708  0.075
H: -24.11371 0.48041 -9.79915  0.070
Cl: -22.00383 -8.53712 -5.33447  0.569
C: -21.22002 -8.21195 -6.90404  -0.618
C: -22.06124 -8.83485 -8.02565  -0.673
Cl: -23.63916 -8.09107 -8.23948  0.563
H: -20.24143 -8.68942 -6.92038  0.075
H: -21.08689 -7.14530 -7.06897  0.044
H: -22.13239 -9.90631 -7.85111  0.069
H: -21.53741 -8.70336 -8.97337  0.071
Cl: -29.73366 -4.44975 -3.30637  0.579
C: -29.06964 -5.77307 -4.27231  -0.688
C: -27.93636 -5.38092 -5.18762  -0.692
Cl: -28.50375 -4.15490 -6.36266  0.539
H: -29.85565 -6.31236 -4.79965  0.077
H: -28.68139 -6.50647 -3.56327  0.035
H: -27.53296 -6.19617 -5.77467  0.030
H: -27.17961 -4.89572 -4.57450  0.044
Cl: -21.88004 -4.06275 -8.49187  0.557
C: -20.34337 -3.15955 -8.44055  -0.658
C: -19.36355 -3.76622 -7.43411  -0.711
Cl: -17.81300 -2.93425 -7.63706  0.564
H: -20.53636 -2.08996 -8.37272  0.061
H: -19.82313 -3.22425 -9.39933  0.063
H: -19.23930 -4.81351 -7.69182  0.061
H: -19.65007 -3.60910 -6.40088  -0.021
Cl: -26.24994 -8.01224 -3.66835  0.565
C: -25.88763 -8.89741 -5.18639  -0.668
C: -25.84024 -10.38400 -4.93934  -0.654
Cl: -27.38847 -11.08456 -4.34936  0.527
H: -24.88406 -8.62722 -5.51770  -0.013
H: -26.56528 -8.56490 -5.96940  0.072
H: -25.06688 -10.55541 -4.19282  0.059
H: -25.53034 -10.88784 -5.85337  0.078
Cl: -24.86492 -1.40815 -3.78279  0.578
C: -26.34120 -0.72301 -3.06734  -0.668
C: -27.48536 -1.70518 -3.01953  -0.651
Cl: -28.81276 -0.87084 -2.12518  0.539
H: -26.59616 0.19482 -3.59097  0.072
H: -26.14155 -0.41804 -2.04048  0.063
H: -27.33878 -2.60325 -2.42708  0.053
H: -27.91854 -1.98396 -3.97706  0.044
Cl: -21.56893 -1.36168 -4.93603  0.612
C: -20.60655 -0.18146 -4.01863  -0.622
C: -19.14908 -0.65336 -3.89974  -0.662
Cl: -18.07490 0.58509 -3.20665  0.559
H: -21.02585 -0.02284 -3.02744  0.076
H: -20.76209 0.73302 -4.58507  0.064
H: -18.81868 -0.94592 -4.89254  0.054
H: -19.16656 -1.50444 -3.22520  0.069
Cl: -19.46211 -8.50710 -2.50862  0.737
C: -19.17786 -6.96019 -3.33192  -0.632
C: -17.91793 -7.03035 -4.16419  -0.657
Cl: -17.46276 -5.46447 -4.84739  0.576
H: -19.18883 -6.20834 -2.54100  0.079
H: -20.07072 -6.69394 -3.89561  -0.063
H: -18.15286 -7.58391 -5.07426  0.055
H: -17.06995 -7.51976 -3.69688  0.070
Cl: -21.93930 -7.67546 -2.09095  0.600
C: -21.32540 -9.10906 -1.27103  -0.774
C: -22.20128 -10.30205 -1.61489  -0.649
Cl: -21.32591 -11.82976 -1.38087  0.554
H: -21.37041 -8.85695 -0.20906  0.083
H: -20.24973 -9.13908 -1.43400  -0.202
H: -22.47009 -10.34380 -2.66552  0.037
H: -23.06711 -10.33367 -0.96166  0.071
Cl: -21.24064 -4.97094 -4.89019  0.639
C: -22.83802 -4.54444 -4.24223  -0.599
C: -23.83097 -4.31580 -5.35575  -0.666
Cl: -24.58562 -5.79852 -5.98756  0.594
H: -22.69259 -3.61407 -3.70325  0.026
H: -23.05709 -5.45074 -3.68702  0.037
H: -23.46727 -3.64596 -6.13026  0.031
H: -24.68201 -3.75014 -4.96532  0.009

Results
total energy: -9989.79957 Ha
orbital gap: 9.917 eV
multiplicity: 1
charge: 0

***

(3)
Below is 7 unconnected molecules or ions with the total composition C20H40Cl2O18, with properties calculated with the ωB97M-V functional and the def2-TZVPD basis.

Last column: Löwdin charge in e.
Element x y z (Å)
Cl: -2.14156 -2.80577 1.55740  0.581
C: -0.86186 -1.87778 0.72558  -0.662
C: -1.05167 -1.97029 -0.77127  -0.622
Cl: 0.05090 -0.79559 -1.54505  0.607
H: 0.07034 -2.35816 1.00898  0.028
H: -0.85267 -0.85529 1.08786  0.040
H: -2.06664 -1.65599 -1.00560  0.045
H: -0.85157 -2.96429 -1.15704  0.066
C: -1.30042 0.18494 4.44917  -0.028
O: -0.79680 0.48731 3.15235  -0.046
C: -0.50205 1.77183 2.91495  -0.613
O: -0.59912 2.67377 3.69168  0.146
O: -0.00680 1.81718 1.67649  -0.006
C: 0.41100 3.09080 1.20021  -0.021
H: -0.49805 0.08795 5.18258  0.101
H: -1.74492 -0.80419 4.33890  0.093
H: -2.03080 0.91050 4.79096  0.079
H: 0.60612 3.76476 2.03223  0.097
H: -0.34150 3.52308 0.54111  0.092
H: 1.33861 2.95564 0.64715  0.090
C: 7.34986 2.95164 -3.18573  -0.041
O: 6.38884 1.90939 -3.26162  0.010
C: 5.45961 1.88847 -2.31281  -0.618
O: 5.44537 2.58684 -1.32896  0.113
O: 4.52971 0.99277 -2.63103  0.020
C: 3.41781 0.95362 -1.75067  -0.040
H: 7.69784 3.12520 -2.16774  0.093
H: 6.90497 3.88219 -3.53865  0.100
H: 8.19451 2.65560 -3.79756  0.094
H: 3.64088 0.69462 -0.71889  0.083
H: 2.69668 0.25315 -2.15509  0.059
H: 2.95041 1.94116 -1.74906  0.101
C: -7.90862 2.41688 -2.34136  -0.064
O: -7.44300 1.09354 -2.39211  0.017
C: -6.54354 0.73990 -1.46905  -0.604
O: -6.07287 1.46875 -0.63856  0.134
O: -6.27416 -0.54915 -1.62384  0.023
C: -5.29386 -1.06452 -0.73737  -0.037
H: -8.06362 2.76667 -3.36416  0.094
H: -7.27581 3.19579 -1.91453  0.095
H: -8.86076 2.44114 -1.81108  0.098
H: -4.84946 -1.92940 -1.23355  0.097
H: -5.71178 -1.39028 0.21065  0.107
H: -4.46792 -0.37760 -0.59470  0.051
C: -2.61658 1.66492 -1.14539  -0.031
O: -2.92577 2.38229 0.04381  0.011
C: -3.33688 1.70500 1.10270  -0.617
O: -3.31268 0.50664 1.26009  0.087
O: -3.82324 2.57681 1.97866  0.020
C: -4.33317 2.08372 3.21023  -0.026
H: -3.43990 1.83145 -1.84246  0.099
H: -2.48895 0.60295 -0.97465  0.051
H: -1.70684 2.08775 -1.56192  0.090
H: -4.51871 1.00970 3.19197  0.096
H: -5.26733 2.60615 3.38804  0.097
H: -3.60069 2.25014 4.00070  0.081
C: 5.56428 0.40064 1.45017  -0.035
O: 4.63198 -0.68785 1.41003  -0.004
C: 3.59702 -0.55489 2.24000  -0.621
O: 3.32510 0.41537 2.89618  0.133
O: 2.90148 -1.68688 2.20763  -0.006
C: 1.81773 -1.78899 3.12815  -0.031
H: 6.18614 0.29324 0.56414  0.093
H: 6.18040 0.36904 2.34467  0.100
H: 5.04699 1.35264 1.35248  0.091
H: 2.14233 -1.41668 4.10185  0.103
H: 1.47244 -2.81114 3.23712  0.098
H: 1.03035 -1.13229 2.76537  0.073
C: 2.15675 -4.13806 -0.03968  -0.022
O: 1.39906 -4.41670 -1.22443  -0.017
C: 2.08275 -4.43716 -2.36408  -0.630
O: 3.27900 -4.48951 -2.46559  0.135
O: 1.20996 -4.41625 -3.36779  0.002
C: 1.80080 -4.41764 -4.66076  -0.044
H: 2.69036 -3.20005 -0.16167  0.098
H: 2.82101 -4.97832 0.15582  0.103
H: 1.44740 -4.08146 0.78012  0.080
H: 2.40959 -3.52686 -4.79912  0.099
H: 1.01260 -4.48214 -5.40474  0.093
H: 2.42358 -5.30236 -4.80883  0.098

Results
total energy: -3060.81443 Ha
SMILES: COC(=O)OC.COC(=O)OC.COC(=O)OC.COC(=O)OC.COC(=O)OC.COC(=O)OC.ClCCCl
orbital gap: 11.408 eV
multiplicity: 1
charge: 0